Record 1
# C24H33KN3O6

C24H33KN3O6 as an isolated structure (ωB97M-V/def2-TZVPD, the Open Molecules 2025 dataset).

The largest force on an atom comes out at 0.3 eV/A. As for the HOMO-LUMO gap: 8.20 eV. For the lowest unoccupied orbital energy, the calculation gives -0.0745 Eh. For the energy above the lowest of the compared OMol25 structures with the same formula, charge and spin, the calculation gives 10.4 kcal/mol. Its net charge is +1. The highest occupied orbital energy comes out at -10.230 eV. The molecular weight comes out at 498.6 g mol⁻¹.

Element x y z (Å)
K -0.519 0.320 1.839
C 0.125 2.810 4.537
C -1.384 2.861 4.474
O -1.775 2.592 3.140
C -3.174 2.708 2.936
C -3.444 2.671 1.456
O -2.895 1.477 0.912
C -3.675 0.759 -0.024
C -3.901 -0.641 0.488
O -2.638 -1.277 0.621
C -2.746 -2.583 1.133
C -1.401 -3.253 1.023
O -0.442 -2.467 1.718
C 0.554 -3.145 2.467
C 0.575 -2.593 3.870
O 0.914 -1.225 3.824
C 0.932 -0.624 5.106
C 1.430 0.798 4.989
O 0.571 1.528 4.120
H 0.456 3.034 5.554
H 0.544 3.565 3.866
H -1.723 3.859 4.779
H -1.826 2.123 5.155
H -3.541 3.658 3.344
H -3.699 1.889 3.444
H -2.982 3.538 0.974
H -4.524 2.717 1.292
H -3.136 0.723 -0.974
H -4.637 1.246 -0.194
H -4.530 -1.197 -0.218
H -4.413 -0.613 1.458
H -3.481 -3.162 0.561
H -3.074 -2.548 2.180
H -1.111 -3.345 -0.029
H -1.470 -4.257 1.451
H 1.526 -2.992 1.992
H 0.353 -4.219 2.501
H 1.314 -3.142 4.467
H -0.410 -2.720 4.336
H 1.602 -1.184 5.771
H -0.076 -0.642 5.540
H 2.447 0.806 4.587
H 1.449 1.245 5.987
N 3.092 0.860 -5.189
C 3.262 0.266 -6.422
C 4.021 0.614 -7.536
C 3.942 -0.234 -8.622
C 3.136 -1.386 -8.603
C 2.388 -1.723 -7.495
C 2.458 -0.879 -6.385
N 1.829 -0.979 -5.157
C 2.231 0.061 -4.482
C 1.809 0.346 -3.106
C 1.123 -0.632 -2.392
C 0.741 -0.361 -1.094
N 0.991 0.794 -0.466
C 1.635 1.729 -1.163
C 2.059 1.556 -2.470
H 3.581 1.667 -4.847
H 4.642 1.500 -7.556
H 4.514 -0.007 -9.512
H 3.107 -2.018 -9.480
H 1.767 -2.607 -7.474
H 0.905 -1.582 -2.859
H 0.212 -1.120 -0.523
H 1.826 2.664 -0.650
H 2.565 2.372 -2.968

=====

Record 2
# C37H38BBrF25MgN5O14V

C37H38BBrF25MgN5O14V as an isolated structure at a distorted geometry (ωB97M-V/def2-TZVPD, the Open Molecules 2025 dataset).

The largest force on an atom comes out at 12.5 eV/A. As for the HOMO-LUMO gap: 2.31 eV. For the lowest unoccupied orbital energy, the calculation gives -0.2689 Eh. Its net charge is +1. The highest occupied orbital energy comes out at -9.625 eV. The molecular weight comes out at 1417.6 g mol⁻¹.

Element x y z (Å)
C 2.605 4.617 1.561
O 2.362 4.267 0.134
B 3.491 3.368 -0.296
O 4.817 3.711 0.330
C 3.296 2.155 -1.378
C 3.313 2.905 -2.877
N 3.257 3.516 -4.036
C 4.608 1.118 -1.452
C 5.243 1.023 -2.982
N 5.681 0.771 -4.194
C 1.853 1.367 -1.330
F 2.010 0.288 -2.380
F 0.859 2.324 -1.948
C 1.358 0.831 0.117
F 0.816 1.876 1.046
F 2.586 0.308 0.831
C 0.290 -0.396 0.146
F 0.157 -0.795 1.599
F 0.896 -1.633 -0.482
C -1.136 -0.179 -0.616
F -1.827 -1.520 -0.435
F -0.859 -0.141 -2.069
C -2.169 0.905 -0.018
F -3.543 0.274 -0.100
F -1.995 1.166 1.461
C -2.319 2.354 -0.725
F -2.246 2.373 -2.219
F -1.306 3.384 -0.279
C -3.783 3.111 -0.417
F -4.753 2.589 -1.452
F -4.283 2.905 0.957
C -3.717 4.736 -0.652
F -3.074 5.167 -1.912
F -5.156 5.187 -0.754
F -3.181 5.488 0.545
H 1.608 5.038 2.053
H 2.897 3.627 2.118
H 3.426 5.462 1.694
H 5.405 4.102 -0.406
H 4.243 0.022 -1.158
H 5.452 1.396 -0.692
O 0.824 2.739 -7.949
V 1.544 1.554 -6.872
O 2.265 0.368 -5.794
C -8.222 1.274 -1.614
C -7.586 2.020 -2.742
O -8.225 1.487 -3.886
C -9.427 0.987 -3.473
O -10.309 0.605 -4.224
O -9.512 0.972 -2.110
H -8.288 1.875 -0.703
H -7.702 0.338 -1.387
H -7.783 3.096 -2.696
H -6.505 1.859 -2.791
C 3.397 -5.417 -1.955
C 2.648 -6.153 -3.077
C 3.526 -6.647 -4.220
F 4.183 -5.644 -4.849
F 2.769 -7.259 -5.173
F 1.638 -5.361 -3.529
F 2.035 -7.241 -2.508
O 3.401 -3.987 -2.023
C 4.394 -3.420 -2.880
C 3.797 -2.707 -4.100
F 3.010 -3.533 -4.832
F 4.775 -2.262 -4.933
F 5.291 -4.381 -3.213
F 5.074 -2.527 -2.112
H 2.857 -5.639 -1.026
H 4.403 -5.822 -1.787
H 4.257 -7.377 -3.867
H 3.190 -1.850 -3.793
C 3.050 7.673 -4.841
C 3.625 6.795 -3.744
O 4.434 5.906 -4.132
O 3.217 7.067 -2.580
H 3.440 7.389 -5.824
H 1.961 7.578 -4.861
H 3.312 8.719 -4.655
C -0.545 -1.273 6.860
C -1.821 -0.742 6.673
C -2.184 -0.215 5.434
C -1.273 -0.228 4.377
C 0.002 -0.762 4.563
C 0.368 -1.281 5.805
H -0.262 -1.680 7.826
H -2.533 -0.738 7.494
H -3.176 0.204 5.290
H -1.557 0.178 3.410
H 0.712 -0.774 3.739
H 1.363 -1.692 5.951
Mg -8.109 -1.090 -4.595
C 5.793 -2.012 1.729
O 6.033 -0.817 1.663
N 4.544 -2.497 1.844
N 6.756 -2.951 1.694
H 4.326 -3.478 1.900
H 3.789 -1.824 1.874
H 7.711 -2.628 1.608
H 6.578 -3.939 1.747
C -9.669 -0.280 1.849
C -8.816 -1.148 2.769
C -7.316 -0.902 2.596
C -6.903 -1.225 1.169
N -6.562 -1.493 -0.015
H -9.473 -0.497 0.794
H -10.732 -0.468 2.027
H -9.476 0.785 2.024
H -9.045 -2.203 2.574
H -9.095 -0.944 3.809
H -6.749 -1.537 3.286
H -7.069 0.142 2.815
C 5.858 -3.466 6.157
C 4.890 -2.509 6.773
O 3.949 -2.288 5.739
C 4.006 -3.373 4.912
O 3.214 -3.595 4.012
O 5.066 -4.175 5.223
H 6.294 -4.148 6.892
H 6.666 -2.957 5.621
H 4.372 -2.936 7.637
H 5.365 -1.571 7.071
Br -11.232 -1.115 -3.198

=====

Record 3
# C37H50BrF5NO19PS

A 5-piece molecular cluster, C37H50BrF5NO19PS overall at a distorted geometry (ωB97M-V/def2-TZVPD, the Open Molecules 2025 dataset).

The largest force on an atom comes out at 7.9 eV/A. As for the HOMO-LUMO gap: 8.00 eV. For the lowest unoccupied orbital energy, the calculation gives -0.0085 Eh. The highest occupied orbital energy comes out at -8.237 eV. The molecular weight comes out at 1050.7 g mol⁻¹.

Element x y z (Å)
C 4.456 1.187 -2.318
C 4.751 0.065 -1.210
C 3.568 -1.064 -1.084
C 2.183 -0.561 -1.706
C 0.904 -1.553 -1.324
N 1.554 -2.842 -1.234
C 1.444 -3.585 -0.166
C 0.464 -4.885 -0.235
C 2.215 -3.422 1.242
C -0.116 -1.339 -2.585
C 0.281 -2.228 -3.819
C 0.100 -3.815 -3.796
C 0.319 -4.323 -5.332
O 1.727 -4.348 -5.682
C -1.706 -1.166 -2.185
C -2.177 -2.502 -1.441
C -3.581 -3.158 -1.805
O -3.323 -4.520 -2.330
C -3.862 -5.505 -1.462
O -4.700 -6.301 -1.972
P -2.520 -0.894 -3.927
O -4.159 -0.343 -3.726
Br -2.874 -2.785 -5.095
C -1.819 0.184 -1.253
C -2.996 0.094 -0.131
C -4.447 -0.355 -0.391
C -5.569 -0.431 0.706
C -5.283 -0.040 2.178
C -3.824 0.379 2.488
C -2.735 0.438 1.390
C -2.057 1.572 -2.010
F -1.307 1.768 -3.229
F -3.442 1.932 -2.165
C -1.486 2.889 -1.208
F -0.100 3.105 -1.429
F -1.919 3.036 0.101
F -2.103 3.985 -1.927
O -0.658 0.490 -0.453
S 0.229 -0.743 0.179
O -0.397 -1.602 1.236
O 1.369 -0.061 0.941
H 4.208 0.761 -3.346
H 5.355 1.913 -2.386
H 3.568 1.847 -1.985
H 4.966 0.531 -0.179
H 5.712 -0.478 -1.538
H 4.000 -2.001 -1.593
H 3.480 -1.260 0.048
H 1.935 0.543 -1.461
H 2.353 -0.539 -2.852
H -0.592 -4.657 0.130
H 0.973 -5.676 0.440
H 0.511 -5.321 -1.302
H 1.744 -4.099 2.046
H 2.336 -2.341 1.579
H 3.285 -3.830 1.077
H 0.123 -0.253 -2.933
H 1.432 -2.109 -3.944
H -0.096 -1.878 -4.858
H -0.928 -4.205 -3.500
H 0.891 -4.389 -3.194
H -0.263 -3.660 -6.068
H -0.166 -5.372 -5.417
H 1.832 -3.777 -6.470
H -2.199 -2.431 -0.283
H -1.379 -3.327 -1.593
H -4.204 -3.351 -0.845
H -4.272 -2.570 -2.491
H -3.544 -5.642 -0.374
H -4.190 0.470 -4.288
H -4.788 -0.696 -1.416
H -6.634 -0.783 0.445
H -6.064 -0.052 3.006
H -3.574 0.677 3.569
H -1.707 0.800 1.765
C -2.218 7.103 0.799
C -1.684 6.733 -0.551
O -1.132 7.954 -1.024
C -0.844 8.713 0.067
O -0.216 9.732 0.035
O -1.362 8.165 1.202
H -2.171 6.275 1.508
H -3.246 7.475 0.755
H -0.889 5.983 -0.495
H -2.463 6.372 -1.223
C 4.565 -8.137 -0.411
C 4.488 -6.821 0.301
O 3.675 -6.037 -0.561
C 2.924 -6.901 -1.297
O 2.013 -6.572 -2.002
O 3.339 -8.185 -1.127
H 4.646 -8.980 0.278
H 5.393 -8.180 -1.124
H 3.997 -6.899 1.276
H 5.469 -6.361 0.435
C -0.349 7.302 4.266
C 0.455 8.445 4.806
O -0.029 8.577 6.136
C -0.549 7.372 6.495
O -0.891 7.087 7.607
O -0.631 6.530 5.427
H 0.205 6.713 3.533
H -1.293 7.628 3.821
H 1.526 8.225 4.840
H 0.301 9.366 4.243
C 0.775 3.305 5.619
C 1.632 3.889 6.700
O 2.623 2.890 6.897
C 2.697 2.165 5.746
O 3.545 1.353 5.512
O 1.682 2.485 4.896
H 0.342 4.068 4.972
H -0.029 2.677 6.016
H 2.122 4.817 6.390
H 1.076 4.072 7.620

=====

Record 4
# C5H6S5V

C5H6S5V as an isolated structure (ωB97M-V/def2-TZVPD, the Open Molecules 2025 dataset).

As for the multiplicity: 3. The largest force on an atom comes out at 0.6 eV/A. As for the HOMO-LUMO gap (spin up / spin down): 7.41 / 7.46 eV. For the lowest unoccupied orbital energy (spin up / spin down), the calculation gives 0.1017 / 0.1050 Eh. For the energy above the lowest of the compared OMol25 structures with the same formula, charge and spin, the calculation gives 2.9 kcal/mol. Its net charge is -1. The highest occupied orbital energy (spin up / spin down) comes out at -4.642 / -4.603 eV. The molecular weight comes out at 277.4 g mol⁻¹. The expectation value of S² is 2.04.

Element x y z (Å)
V 1.514 1.522 0.296
S 4.544 4.565 0.511
C 3.427 3.442 0.083
S 3.773 1.710 -0.130
S 1.694 3.782 -0.127
C -2.668 -0.568 -0.082
C -1.190 -0.244 0.004
S -0.761 1.473 0.089
C -0.239 -1.183 0.003
C -0.542 -2.654 -0.085
S 1.476 -0.755 0.085
H -3.260 0.347 -0.080
H -3.014 -1.180 0.756
H -2.917 -1.116 -0.996
H -1.611 -2.852 -0.148
H -0.158 -3.193 0.786
H -0.069 -3.098 -0.966

=====

Record 5
# C20H39FO9P2

A 4-piece molecular cluster, C20H39FO9P2 overall at a distorted geometry (ωB97M-V/def2-TZVPD, the Open Molecules 2025 dataset).

The largest force on an atom comes out at 9.8 eV/A. As for the HOMO-LUMO gap: 8.12 eV. For the lowest unoccupied orbital energy, the calculation gives 0.0067 Eh. The highest occupied orbital energy comes out at -7.939 eV. The molecular weight comes out at 504.5 g mol⁻¹.

Element x y z (Å)
C -2.500 -7.939 2.760
C -3.223 -6.735 2.503
P -4.472 -5.267 2.220
C -3.637 -4.061 0.996
C -3.604 -2.508 1.573
F -3.320 -2.474 3.057
P -6.275 -6.187 1.412
C -7.879 -5.489 2.177
C -7.569 -5.005 3.724
C -6.310 -6.218 -0.497
C -7.210 -7.562 -0.919
H -2.169 -9.085 2.723
H -4.085 -4.053 -0.085
H -2.498 -4.387 0.886
H -4.660 -2.029 1.389
H -2.830 -1.815 0.992
H -8.647 -6.391 2.269
H -8.426 -4.675 1.521
H -7.133 -5.897 4.385
H -6.764 -4.125 3.715
H -8.574 -4.660 4.242
H -5.264 -6.356 -1.014
H -6.795 -5.233 -0.932
H -7.853 -7.827 0.044
H -7.910 -7.348 -1.844
H -6.449 -8.439 -1.085
C 1.129 1.180 -3.535
C -0.268 1.330 -2.959
O -0.672 0.132 -2.285
C -0.158 -0.046 -1.042
O 0.599 0.718 -0.461
O -0.606 -1.233 -0.565
C -0.062 -1.588 0.703
H 1.192 0.288 -4.167
H 1.399 2.057 -4.129
H 1.874 1.059 -2.742
H -0.981 1.491 -3.774
H -0.341 2.197 -2.291
H -0.201 -0.786 1.436
H 0.999 -1.834 0.596
H -0.589 -2.476 1.063
C 4.952 7.052 -6.071
C 3.555 7.202 -5.495
O 3.151 6.004 -4.821
C 3.666 5.826 -3.579
O 4.422 6.590 -2.998
O 3.217 4.639 -3.102
C 3.761 4.284 -1.833
H 5.015 6.160 -6.703
H 5.223 7.929 -6.665
H 5.697 6.931 -5.278
H 2.842 7.363 -6.310
H 3.483 8.069 -4.828
H 3.623 5.086 -1.101
H 4.822 4.038 -1.940
H 3.234 3.396 -1.473
C 6.677 4.165 5.149
C 7.211 3.408 3.945
O 6.251 2.454 3.477
C 5.234 2.958 2.734
O 5.078 4.132 2.432
O 4.404 1.937 2.406
C 3.236 2.348 1.699
H 6.348 3.469 5.927
H 7.444 4.825 5.563
H 5.808 4.774 4.880
H 8.102 2.844 4.238
H 7.510 4.088 3.139
H 3.492 2.951 0.822
H 2.572 2.903 2.369
H 2.713 1.451 1.357

=====

Record 6
# C3H6N2O

A 2-piece molecular cluster, C3H6N2O overall (ωB97M-V/def2-TZVPD, the Open Molecules 2025 dataset).

The largest force on an atom comes out at 0.7 eV/A. As for the HOMO-LUMO gap: 11.03 eV. For the lowest unoccupied orbital energy, the calculation gives 0.0343 Eh. For the energy above the lowest of the compared OMol25 structures with the same formula, charge and spin, the calculation gives 39.1 kcal/mol. The highest occupied orbital energy comes out at -10.093 eV. The molecular weight comes out at 86.1 g mol⁻¹.

Element x y z (Å)
C -0.539 0.020 1.704
C -0.332 -0.105 -2.218
N -0.638 0.956 -1.684
N -0.163 -1.212 -2.719
C 0.933 0.082 1.417
O 1.421 0.586 0.428
H -1.123 0.260 0.812
H -0.769 0.746 2.494
H -0.816 -0.969 2.083
H 0.018 1.250 -0.959
H 0.411 -1.263 -3.552
H 1.597 -0.351 2.193

=====

Record 7
# C3H5O3Tl

C3H5O3Tl as an isolated structure at a distorted geometry (ωB97M-V/def2-TZVPD, the Open Molecules 2025 dataset).

The largest force on an atom comes out at 10.8 eV/A. As for the HOMO-LUMO gap (spin up / spin down): 7.61 / 5.65 eV. For the lowest unoccupied orbital energy (spin up / spin down), the calculation gives -0.4280 / -0.4700 Eh. For the energy above the lowest of the compared OMol25 structures with the same formula, charge and spin, the calculation gives 86.1 kcal/mol. Its net charge is +2. The highest occupied orbital energy (spin up / spin down) comes out at -19.255 / -18.443 eV. The molecular weight comes out at 293.5 g mol⁻¹.

Element x y z (Å)
H 1.049 -1.503 -0.766
C 1.169 -0.435 -1.019
C 0.800 0.454 0.131
O -0.141 -0.180 1.056
C -1.239 0.440 1.339
O -1.894 -0.302 2.205
H 1.975 0.026 -1.616
H 0.848 1.546 0.092
H -2.802 0.016 2.270
H 1.898 0.005 0.470
Tl -1.566 -0.242 -2.523
O -0.097 0.175 -1.640

=====

Record 8
# C24H23N3O5S

C24H23N3O5S as an isolated structure at a distorted geometry (ωB97M-V/def2-TZVPD, the Open Molecules 2025 dataset).

The largest force on an atom comes out at 18.5 eV/A. As for the HOMO-LUMO gap: 7.94 eV. For the lowest unoccupied orbital energy, the calculation gives -0.0198 Eh. For the energy above the lowest of the compared OMol25 structures with the same formula, charge and spin, the calculation gives 507.8 kcal/mol. The highest occupied orbital energy comes out at -8.481 eV. The molecular weight comes out at 465.5 g mol⁻¹.

Element x y z (Å)
C 0.153 -2.125 2.466
C 1.202 -1.030 2.012
C 2.539 -0.992 2.382
C 3.352 -0.126 2.064
C 2.882 0.810 1.166
C 1.466 0.988 0.999
C 0.530 -0.040 1.467
H -0.435 0.199 0.882
H 1.132 1.954 0.279
N 3.819 1.926 0.887
S 4.641 1.811 -0.457
O 4.963 2.979 -1.129
O 5.754 0.501 -0.253
C 3.512 0.896 -1.489
C 3.178 -0.532 -1.413
C 2.032 -1.123 -1.810
C 1.416 -0.506 -2.809
C 1.690 0.917 -3.041
C 2.876 1.671 -2.494
H 3.020 2.642 -2.465
H 1.123 1.536 -3.941
H 0.432 -0.699 -3.226
C 1.734 -2.382 -1.539
O 2.461 -3.367 -1.367
N 0.413 -2.520 -1.549
N -0.374 -1.660 -1.238
C -1.642 -2.071 -0.842
C -2.546 -0.624 -0.764
C -3.956 -1.042 -0.154
C -4.735 0.007 -0.061
C -4.349 1.458 -0.496
C -3.106 1.537 -1.065
C -2.167 0.553 -1.066
H -1.222 0.543 -1.483
H -2.825 2.506 -1.186
O -5.138 2.630 -0.243
C -6.293 2.162 0.335
C -6.948 0.848 0.351
H -7.853 0.646 0.692
O -6.154 -0.101 0.400
H -7.133 0.800 -0.820
H -7.147 3.060 0.592
H -6.134 2.059 1.596
H -4.263 -2.137 0.026
H -2.119 -2.822 -0.634
H 0.294 -3.703 -1.048
H 3.864 -1.197 -0.547
H 3.478 2.722 0.763
C 4.734 -0.070 2.474
H 4.707 -0.931 3.312
H 4.991 0.814 3.037
H 5.420 -0.227 1.692
H 2.900 -1.869 2.892
H 0.054 -2.266 3.561
H 0.608 -3.151 2.155
H -0.834 -1.862 2.147